21
Properties=species:S:1:pos:R:3:forces:R:3 method="wB97M-V/def2-TZVPD" total_charge=0 mol_weight_g_mol=106.17 orbital_gap_ev=9.926 largest_force_ev_per_a=3.73
C -0.337 -0.790 0.142 -0.0227 0.4007 -1.9583
C 0.067 -0.331 -1.303 -0.2091 0.3096 -0.3160
C 1.420 -0.811 -1.782 1.5205 0.4676 0.4300
N 2.637 -0.093 -1.305 -0.0865 0.3653 -0.2676
C 0.153 0.271 1.116 -0.2603 -0.0801 -0.3260
N -0.627 0.201 2.323 0.3429 -0.1989 3.7077
H 0.054 -1.794 0.360 0.0680 0.3218 0.0562
H -1.421 -0.862 0.175 -0.1913 0.0932 0.1076
H 0.061 0.780 -1.306 0.1393 -0.4577 -0.0433
H -0.607 -0.563 -2.172 0.0282 -0.2875 1.3248
H 1.453 -0.643 -2.859 -0.0680 -0.6973 -0.1062
H 1.646 -1.830 -1.458 -0.9457 -0.4615 -0.7199
H 2.579 0.290 -0.373 -0.0039 -0.2236 0.0850
H 3.428 -0.734 -1.381 -0.2321 0.4764 0.2954
H 1.240 0.064 1.219 -0.6211 0.6793 0.4912
H -0.057 1.297 0.691 0.8302 -0.9966 0.0810
H -1.470 -0.357 2.268 0.4105 -0.2277 -0.1214
H -0.195 0.058 3.308 -0.7061 0.3733 -2.7768
H -2.382 1.947 0.040 -0.7475 -0.4386 0.0609
H -2.428 1.153 1.283 0.0233 -0.1676 0.5740
O -2.971 1.318 0.509 0.7314 0.7500 -0.5784